{
  "formula": "C28H22BrF4LiN2PS",
  "method": "ωB97M-V/def2-TZVPD",
  "gap_ha": 0.2655,
  "e_lumo_ha": 0.08145,
  "spin_multiplicity": 1,
  "homo_energy_ev": -5.01,
  "total_charge": -1,
  "e_above_lowest_kj_mol": 0.0,
  "energy_ha": -4910.2744,
  "symbols": ["Li", "C", "N", "C", "C", "C", "C", "C", "C", "C", "C", "H", "H", "H", "H", "H", "H", "H", "H", "H", "H", "H", "H", "F", "C", "C", "F", "C", "F", "C", "P", "C", "C", "C", "C", "C", "C", "C", "C", "C", "C", "C", "C", "C", "Br", "C", "F", "H", "H", "H", "H", "H", "H", "H", "H", "H", "H", "S", "C", "N"],
  "positions_angstrom": [[-2.453, 0.062, 1.430], [-0.219, 0.751, 3.326], [-1.628, 0.326, 3.414], [-1.752, -0.644, 4.494], [-2.575, 1.466, 3.610], [-2.545, 2.505, 2.403], [-2.545, 3.851, 2.774], [-2.619, 4.846, 1.814], [-2.657, 4.456, 0.463], [-2.590, 3.115, 0.151], [-2.541, 2.047, 1.068], [0.130, 1.081, 4.289], [-0.187, 1.614, 2.639], [0.347, -0.085, 2.905], [-1.644, -0.155, 5.487], [-1.007, -1.450, 4.324], [-2.741, -1.132, 4.518], [-2.384, 1.985, 4.584], [-3.595, 1.026, 3.640], [-2.516, 4.173, 3.795], [-2.598, 5.909, 2.126], [-2.837, 5.211, -0.306], [-2.559, 2.871, -0.919], [4.487, -5.321, 0.849], [3.797, -4.271, 0.416], [4.287, -3.434, -0.545], [5.508, -3.583, -1.090], [3.530, -2.405, -1.045], [4.150, -1.703, -2.007], [2.255, -2.062, -0.552], [1.410, -0.432, -0.911], [2.478, 0.428, -2.075], [2.432, 0.371, -3.476], [3.045, 1.322, -4.279], [3.899, 2.214, -3.650], [4.003, 2.336, -2.269], [3.290, 1.440, -1.477], [-0.033, -0.950, -1.811], [-1.124, -0.066, -1.762], [-2.246, -0.345, -2.517], [-2.224, -1.412, -3.349], [-1.138, -2.263, -3.435], [-0.062, -2.088, -2.620], [1.717, -2.997, 0.387], [0.029, -2.727, 1.189], [2.506, -4.048, 0.838], [1.973, -5.021, 1.659], [1.853, -0.458, -3.934], [2.916, 1.242, -5.354], [4.348, 2.998, -4.266], [4.623, 3.069, -1.799], [3.310, 1.510, -0.405], [-1.118, 0.805, -1.084], [-3.131, 0.282, -2.501], [-3.094, -1.622, -3.968], [-1.178, -3.143, -4.114], [0.790, -2.793, -2.659], [-3.286, -2.237, 1.724], [-3.971, -2.961, 0.424], [-4.315, -3.501, -0.557]],
  "nbo_charge": [0.806, -0.431, -0.493, -0.420, -0.259, -0.108, -0.249, -0.251, -0.236, -0.276, -0.451, 0.164, 0.228, 0.207, 0.160, 0.208, 0.215, 0.165, 0.206, 0.187, 0.192, 0.191, 0.172, -0.285, 0.262, 0.244, -0.297, 0.382, -0.313, -0.401, 0.888, -0.357, -0.177, -0.223, -0.202, -0.215, -0.180, -0.403, -0.136, -0.209, -0.187, -0.210, -0.200, -0.179, 0.168, 0.351, -0.319, 0.220, 0.216, 0.204, 0.212, 0.218, 0.240, 0.223, 0.212, 0.210, 0.214, -0.468, 0.063, -0.495]
}

---

{
  "formula": "C28H22Cl3F5N12O3Ti",
  "method": "ωB97M-V/def2-TZVPD",
  "gap_ha": [0.1989, 0.1990],
  "e_lumo_ha": [-0.07052, -0.07054],
  "spin_multiplicity": 1,
  "homo_energy_ev": [-7.33, -7.33],
  "e_above_lowest_kj_mol": 0.0,
  "energy_ha": -4692.3547,
  "symbols": ["Ti", "C", "C", "C", "C", "C", "C", "N", "C", "C", "C", "C", "C", "C", "N", "N", "C", "C", "C", "C", "C", "N", "H", "H", "H", "H", "H", "H", "H", "H", "H", "H", "H", "H", "H", "C", "O", "C", "O", "N", "N", "H", "H", "H", "H", "H", "H", "N", "N", "N", "C", "N", "N", "H", "H", "H", "F", "C", "C", "F", "C", "F", "C", "O", "C", "F", "C", "F", "Cl", "C", "Cl", "Cl", "C", "N"],
  "positions_angstrom": [[0.265, 0.241, 0.374], [-4.897, -2.342, 0.447], [-4.171, -2.539, 1.615], [-2.802, -2.325, 1.625], [-2.136, -1.912, 0.473], [-2.864, -1.743, -0.701], [-4.237, -1.949, -0.709], [-0.740, -1.646, 0.533], [0.068, -2.730, 0.512], [-0.322, -4.051, 0.163], [0.599, -5.063, 0.159], [1.953, -4.862, 0.513], [2.360, -3.615, 0.889], [1.428, -2.561, 0.876], [1.678, -1.290, 1.314], [2.695, -1.032, 1.999], [2.647, 0.280, 2.504], [3.676, 0.708, 3.320], [3.594, 1.977, 3.871], [2.484, 2.754, 3.591], [1.506, 2.247, 2.747], [1.582, 1.030, 2.204], [-5.967, -2.502, 0.437], [-4.673, -2.857, 2.520], [-2.227, -2.485, 2.532], [-2.349, -1.432, -1.600], [-4.792, -1.807, -1.628], [-1.347, -4.247, -0.119], [0.274, -6.052, -0.138], [2.651, -5.686, 0.480], [3.379, -3.407, 1.183], [4.503, 0.041, 3.514], [4.382, 2.349, 4.512], [2.360, 3.747, 3.999], [0.633, 2.849, 2.516], [-4.504, 2.342, 0.282], [-3.449, 1.745, -0.504], [-2.458, 1.175, 0.119], [-1.495, 0.755, -0.547], [-2.506, 0.994, 1.455], [-1.230, 0.703, 1.998], [-5.175, 2.791, -0.442], [-4.088, 3.108, 0.938], [-5.023, 1.569, 0.848], [-2.946, 1.742, 2.006], [-1.330, -0.084, 2.635], [-1.013, 1.572, 2.528], [4.494, 2.427, -3.050], [4.223, 1.696, -1.903], [5.083, 0.855, -1.383], [4.358, 0.349, -0.391], [3.128, 0.872, -0.342], [3.062, 1.741, -1.326], [5.408, 2.850, -2.931], [3.785, 3.152, -3.099], [4.728, -0.398, 0.290], [-1.629, -0.560, -6.280], [-1.049, -0.480, -5.081], [-0.749, -1.630, -4.374], [-1.042, -2.826, -4.891], [-0.148, -1.539, -3.132], [0.133, -2.666, -2.471], [0.171, -0.310, -2.554], [0.752, -0.261, -1.360], [-0.130, 0.833, -3.294], [0.164, 2.040, -2.811], [-0.734, 0.752, -4.536], [-1.013, 1.865, -5.215], [1.863, 5.511, 0.611], [0.573, 4.647, -0.146], [-0.598, 5.541, -1.023], [-1.792, 3.550, 2.780], [0.504, 3.334, -0.022], [0.478, 2.152, 0.090]],
  "lowdin_charge": [1.137, -0.090, -0.078, -0.040, -0.310, -0.023, -0.064, -0.025, -0.232, -0.009, -0.058, -0.083, -0.015, -0.208, -0.007, 0.115, -0.340, -0.002, -0.037, -0.024, -0.121, 0.049, 0.100, 0.103, 0.118, 0.112, 0.108, 0.118, 0.109, 0.101, 0.108, 0.117, 0.114, 0.117, 0.022, -0.005, 0.049, -0.537, -0.039, 0.044, -0.015, 0.101, 0.071, 0.103, 0.032, 0.114, -0.039, 0.137, -0.285, 0.131, -0.193, 0.017, 0.098, 0.098, 0.101, 0.101, 0.124, -0.141, -0.142, 0.123, -0.145, 0.126, -0.229, -0.176, -0.139, 0.120, -0.134, 0.127, 0.590, -1.199, 0.614, -0.168, -0.353, 0.034]
}

---

{
  "formula": "C28H22Cl5N3O4S2W",
  "method": "ωB97M-V/def2-TZVPD",
  "gap_ha": 0.1599,
  "e_lumo_ha": 0.13947,
  "spin_multiplicity": 1,
  "homo_energy_ev": -0.55,
  "total_charge": -2,
  "e_above_lowest_kj_mol": 147.1,
  "energy_ha": -4709.9528,
  "symbols": ["W", "C", "C", "C", "C", "C", "C", "C", "N", "C", "N", "C", "C", "C", "C", "C", "C", "C", "N", "C", "C", "C", "C", "C", "C", "C", "H", "H", "H", "H", "H", "H", "H", "H", "H", "H", "H", "H", "H", "H", "H", "H", "H", "H", "H", "H", "H", "H", "Cl", "C", "C", "C", "Cl", "C", "Cl", "C", "Cl", "C", "Cl", "O", "O", "S", "O", "O", "S"],
  "positions_angstrom": [[1.388, -1.068, -1.432], [-2.427, 3.746, 2.229], [-3.340, 2.573, 2.017], [-4.647, 2.571, 2.484], [-5.491, 1.486, 2.288], [-5.021, 0.382, 1.594], [-3.723, 0.360, 1.105], [-2.874, 1.444, 1.322], [-1.544, 1.484, 0.862], [-0.847, 0.369, 0.362], [-0.936, -0.704, 1.179], [-0.376, -2.013, 1.119], [0.497, -2.402, 0.106], [0.897, -3.747, 0.167], [0.498, -4.619, 1.163], [-0.360, -4.171, 2.158], [-0.827, -2.867, 2.146], [-1.778, -2.394, 3.215], [-0.189, 0.451, -0.745], [-0.272, 1.703, -1.442], [0.636, 2.720, -1.148], [0.619, 3.909, -1.856], [-0.329, 4.085, -2.855], [-1.243, 3.075, -3.138], [-1.225, 1.863, -2.450], [-2.194, 0.755, -2.755], [-2.905, 4.494, 2.860], [-2.155, 4.227, 1.285], [-1.491, 3.431, 2.696], [-5.004, 3.444, 3.020], [-6.504, 1.507, 2.668], [-5.666, -0.469, 1.418], [-3.363, -0.491, 0.543], [-1.304, 2.311, 0.328], [-1.347, -0.467, 2.065], [1.574, -4.108, -0.600], [0.855, -5.643, 1.178], [-0.683, -4.838, 2.952], [-2.034, -3.220, 3.880], [-2.712, -2.003, 2.798], [-1.348, -1.602, 3.838], [1.324, 2.551, -0.340], [1.374, 4.655, -1.636], [-0.352, 5.005, -3.428], [-1.978, 3.212, -3.925], [-2.654, 0.908, -3.732], [-2.998, 0.713, -2.012], [-1.677, -0.208, -2.749], [3.149, -1.866, -3.613], [4.006, -2.317, -2.190], [3.343, -2.034, -0.995], [4.038, -2.418, 0.146], [3.350, -2.055, 1.711], [5.285, -3.040, 0.111], [6.098, -3.491, 1.573], [5.895, -3.307, -1.113], [7.440, -4.086, -1.178], [5.243, -2.935, -2.289], [5.981, -3.247, -3.821], [0.236, -1.645, -2.590], [4.641, 2.741, -2.609], [4.620, 2.101, -1.304], [5.770, 1.260, -1.018], [4.245, 3.009, -0.222], [2.816, 0.928, -1.400]],
  "nbo_charge": [1.260, -0.635, -0.068, -0.195, -0.250, -0.211, -0.270, 0.242, -0.664, 0.653, -0.612, 0.193, -0.332, -0.192, -0.251, -0.221, -0.091, -0.639, -0.543, 0.080, -0.135, -0.246, -0.224, -0.236, -0.025, -0.645, 0.206, 0.224, 0.235, 0.197, 0.201, 0.207, 0.236, 0.429, 0.398, 0.204, 0.194, 0.184, 0.212, 0.208, 0.202, 0.256, 0.224, 0.194, 0.189, 0.200, 0.197, 0.270, 0.064, -0.085, -0.343, 0.033, -0.013, -0.114, 0.002, -0.107, -0.001, -0.073, 0.007, -0.790, -1.013, 2.324, -1.009, -1.028, -0.664]
}